Entry from the OMol25 dataset: a structure of composition C45H54BrN5OS2SiY in a non-equilibrium geometry (wB97M-V/def2-TZVPD).

2S+1: 1
Net charge: +1
ΔE to the lowest compared entry with this formula, charge and spin in kcal/mol: 15.7

Element x y z (Å)
1 Y -0.2861 1.1138 0.5933
2 Br 2.1286 -5.7666 7.3437
3 C 0.4284 -5.4269 6.5751
4 C -0.6755 -5.2640 7.3941
5 C -1.9105 -4.9967 6.8272
6 C -2.0309 -4.8468 5.4502
7 C -0.9148 -5.0598 4.6350
8 C 0.3112 -5.3603 5.1945
9 N -3.3189 -4.6164 4.9016
10 N -3.5538 -3.7738 4.0208
11 C -2.6658 -2.7385 3.6587
12 C -2.0488 -1.9133 4.5784
13 C -1.2274 -0.8608 4.1782
14 C -0.9589 -0.6196 2.8418
15 O -0.1379 0.3361 2.4413
16 C -1.6381 -1.4268 1.8742
17 N -1.4186 -1.1436 0.5524
18 C -2.0537 -1.8476 -0.3624
19 C -2.9678 -2.8601 -0.0484
20 C -3.2007 -3.1660 1.2670
21 C -2.5226 -2.4552 2.2782
22 H -0.5754 -5.3541 8.4667
23 H -2.7882 -4.8749 7.4486
24 H -1.0206 -5.0238 3.5589
25 H 1.1740 -5.5373 4.5677
26 H -2.2243 -2.0748 5.6336
27 H -0.7603 -0.2167 4.9118
28 H -1.8420 -1.5923 -1.3961
29 H -3.4863 -3.3711 -0.8473
30 H -3.9119 -3.9323 1.5464
31 S 0.3676 0.7500 -2.2447
32 C 1.3962 -0.5649 -2.0302
33 N 1.2231 -1.7165 -2.6702
34 C 2.1368 -2.8305 -2.4307
35 C 3.5343 -2.2889 -2.2783
36 N 3.5415 -1.3212 -1.1865
37 C 4.7277 -1.3257 -0.3298
38 C 5.9714 -0.9745 -1.1121
39 C 6.9862 -1.9051 -1.2931
40 C 8.1272 -1.5663 -2.0073
41 C 8.2539 -0.2976 -2.5508
42 C 7.2398 0.6349 -2.3773
43 C 6.1035 0.2990 -1.6599
44 C 2.5527 -0.4386 -1.0822
45 S 2.5993 0.8273 0.0191
46 C 0.2556 -1.9049 -3.7586
47 C 0.9740 -1.8901 -5.0920
48 C 1.0835 -3.0456 -5.8549
49 C 1.7944 -3.0307 -7.0476
50 C 2.4058 -1.8638 -7.4765
51 C 2.3022 -0.7062 -6.7158
52 C 1.5882 -0.7178 -5.5289
53 H 2.0905 -3.5024 -3.2845
54 H 1.8299 -3.3715 -1.5305
55 H 3.8499 -1.8130 -3.2114
56 H 4.2377 -3.0835 -2.0411
57 H 4.8215 -2.3255 0.0998
58 H 4.5696 -0.6124 0.4726
59 H 6.8956 -2.8970 -0.8639
60 H 8.9185 -2.2935 -2.1316
61 H 9.1461 -0.0320 -3.1020
62 H 7.3398 1.6301 -2.7902
63 H 5.3164 1.0308 -1.5130
64 H -0.4789 -1.1069 -3.7058
65 H -0.2432 -2.8629 -3.6026
66 H 0.6019 -3.9594 -5.5240
67 H 1.8711 -3.9344 -7.6377
68 H 2.9605 -1.8556 -8.4052
69 H 2.7761 0.2070 -7.0509
70 H 1.4976 0.1885 -4.9415
71 C 0.5428 4.4990 0.4230
72 C -0.8407 4.6328 1.0832
73 C -0.6297 4.4791 2.5943
74 C -1.3800 6.0413 0.8029
75 Si -2.0472 3.2111 0.4511
76 C -2.6365 3.4835 -1.4043
77 C -3.1004 2.1582 -2.0268
78 C -3.7831 4.4982 -1.5155
79 C -1.4659 4.0079 -2.2467
80 C -3.5815 2.8939 1.6352
81 C -4.3404 4.1897 1.9584
82 C -4.5501 1.9118 0.9655
83 C -3.1491 2.2463 2.9548
84 H 1.2107 5.2668 0.8257
85 H 0.5086 4.6233 -0.6582
86 H 1.0217 3.5269 0.6382
87 H 0.1335 5.1871 2.9344
88 H -0.2862 3.4714 2.8583
89 H -1.5420 4.6906 3.1516
90 H -0.7098 6.7968 1.2304
91 H -2.3685 6.1853 1.2415
92 H -1.4530 6.2354 -0.2686
93 H -4.0405 1.8085 -1.6044
94 H -2.3572 1.3645 -1.9004
95 H -3.2523 2.2967 -3.1030
96 H -4.6882 4.1419 -1.0224
97 H -4.0296 4.6698 -2.5701
98 H -3.5105 5.4599 -1.0767
99 H -0.5920 3.3549 -2.1865
100 H -1.1693 5.0133 -1.9461
101 H -1.7657 4.0573 -3.2992
102 H -4.6688 4.7030 1.0539
103 H -3.7236 4.8814 2.5360
104 H -5.2306 3.9643 2.5572
105 H -5.0613 2.3593 0.1130
106 H -5.3187 1.6110 1.6852
107 H -4.0372 1.0032 0.6297
108 H -2.4249 2.8423 3.5074
109 H -2.7227 1.2561 2.7890
110 H -4.0278 2.1178 3.5962

Entry from the OMol25 dataset: a cluster of 5 separate species, C6H21NO4 in total in a non-equilibrium geometry (wB97M-V/def2-TZVPD).

2S+1: 1
Net charge: 0
ΔE to the lowest compared entry with this formula, charge and spin in kcal/mol: 34.8

Element x y z (Å)
1 C 1.9481 -1.8437 -1.2707
2 C 0.6944 -1.5926 -0.9219
3 C 0.0291 -2.3448 0.2007
4 C -0.2262 -0.6751 -1.7061
5 C -0.6649 0.5352 -0.8844
6 C 0.4372 1.5922 -0.7963
7 N 0.4483 2.6076 -1.8319
8 H 2.5022 -1.4638 -2.1230
9 H 2.4826 -2.5477 -0.6526
10 H -0.6009 -1.7262 0.8189
11 H 0.7547 -2.7763 0.8931
12 H -0.5238 -3.1706 -0.2278
13 H 0.3635 -0.3455 -2.5744
14 H -1.1097 -1.2530 -1.9057
15 H -0.8901 0.3095 0.1578
16 H -1.5752 1.0098 -1.2338
17 H 0.3077 2.1183 0.1602
18 H 1.3913 1.0828 -0.8755
19 H -0.4085 3.1127 -1.9412
20 H 0.5836 2.1680 -2.7233
21 O 0.6635 -0.2604 2.7018
22 H 1.2759 -0.3090 1.9253
23 H 1.1056 0.2525 3.3847
24 O 2.7460 -0.2971 0.6273
25 H 2.7358 -1.1036 0.0975
26 H 2.0654 0.2153 0.1439
27 O -3.6247 0.7359 0.0688
28 H -2.8704 0.7441 0.6834
29 H -3.9852 1.6161 0.2311
30 O -1.9224 0.9134 2.4155
31 H -1.1821 0.3673 2.1293
32 H -2.4171 0.4382 3.0867

Entry from the OMol25 dataset: an isolated molecule of C18H22N2O5S in a non-equilibrium geometry (wB97M-V/def2-TZVPD).

2S+1: 1
Net charge: 0
ΔE to the lowest compared entry with this formula, charge and spin in kcal/mol: 48.8

Element x y z (Å)
1 C -6.3101 -1.6380 -0.8470
2 O -5.4092 -0.8378 -1.5842
3 C -4.3290 -0.2542 -1.0129
4 C -3.6083 0.5660 -1.8820
5 C -2.4741 1.2416 -1.4755
6 C -2.0533 1.0900 -0.1724
7 S -0.5959 1.9068 0.4428
8 O -0.1163 2.8355 -0.5480
9 O -0.8512 2.4168 1.7579
10 N 0.4291 0.5806 0.6391
11 C 1.5066 0.7944 1.5821
12 C 2.6327 1.6390 0.9823
13 C 3.1714 1.0734 -0.3445
14 O 4.0452 2.0214 -0.9449
15 C 4.0206 -0.1788 -0.2011
16 C 4.5898 -0.7298 -1.3472
17 C 5.3804 -1.8602 -1.2474
18 C 5.5813 -2.4100 0.0090
19 N 5.0788 -1.8802 1.1089
20 C 4.3345 -0.7924 1.0068
21 C 1.9699 0.8177 -1.2803
22 C 0.8835 -0.0122 -0.5987
23 C -2.7407 0.2849 0.7154
24 C -3.8840 -0.3977 0.3222
25 O -4.5939 -1.2034 1.1670
26 C -4.1741 -1.3091 2.5080
27 H -7.0798 -1.9238 -1.5636
28 H -6.7654 -1.0811 -0.0265
29 H -5.8271 -2.5339 -0.4537
30 H -3.9779 0.6556 -2.8909
31 H -1.9255 1.8856 -2.1428
32 H 1.8619 -0.1904 1.8970
33 H 1.0715 1.3101 2.4394
34 H 3.4485 1.7585 1.6962
35 H 2.2210 2.6309 0.7719
36 H 3.5556 2.8404 -1.0879
37 H 4.4332 -0.2585 -2.3057
38 H 5.8337 -2.2994 -2.1227
39 H 6.1793 -3.3010 0.1484
40 H 3.9914 -0.4029 1.9543
41 H 2.2976 0.3168 -2.1914
42 H 1.5396 1.7843 -1.5514
43 H 1.2589 -1.0155 -0.3673
44 H 0.0139 -0.1059 -1.2533
45 H -2.3572 0.2229 1.7190
46 H -3.1772 -1.7533 2.5829
47 H -4.1799 -0.3369 3.0088
48 H -4.9000 -1.9669 2.9838

Entry from the OMol25 dataset: a structure of composition C32H64BrInNO8 in a non-equilibrium geometry (wB97M-V/def2-TZVPD).

2S+1: 1
Net charge: -1

Element x y z (Å)
1 C -3.0946 -1.1564 5.6214
2 C -3.0249 0.1320 4.6624
3 Br -3.0975 1.7893 5.8206
4 C -4.2194 0.1224 3.5976
5 In -3.3274 -0.0320 1.5244
6 N -3.2810 -2.1543 0.9775
7 C -2.0621 -2.5665 1.1184
8 O -0.8235 -2.7501 1.3974
9 H -2.4574 -1.9975 5.1960
10 H -2.6310 -0.9023 6.6380
11 H -4.1713 -1.4892 5.7525
12 H -2.0140 0.1331 4.1354
13 H -4.9967 -0.6899 3.8201
14 H -4.7649 1.1228 3.6628
15 H -4.3024 0.8003 0.2650
16 H -1.5775 0.4636 1.4663
17 C 2.4525 -0.0319 -1.4566
18 C 1.4674 -0.8900 -0.6947
19 C 1.7558 -0.5182 0.7378
20 O 2.2063 0.8471 0.7322
21 C 2.4684 1.2376 -0.6230
22 H 2.1730 0.1440 -2.4972
23 H 3.4422 -0.5020 -1.4430
24 H 0.4443 -0.6006 -0.9551
25 H 1.5772 -1.9569 -0.8870
26 H 2.5616 -1.1350 1.1524
27 H 0.8782 -0.6140 1.3793
28 H 1.6725 1.9258 -0.9324
29 H 3.4251 1.7644 -0.6769
30 C -2.4675 -6.5557 1.7405
31 C -3.4556 -7.4149 2.5015
32 C -3.1649 -7.0307 3.9405
33 O -2.7210 -5.6700 3.9243
34 C -2.4568 -5.2834 2.5651
35 H -2.7438 -6.3851 0.6989
36 H -1.4771 -7.0229 1.7601
37 H -4.4781 -7.1267 2.2371
38 H -3.3436 -8.4848 2.3153
39 H -2.3580 -7.6425 4.3602
40 H -4.0425 -7.1225 4.5851
41 H -3.2516 -4.6002 2.2501
42 H -1.5040 -4.7565 2.5110
43 C 1.3759 5.8919 -1.2211
44 C 1.5416 6.0057 -2.7214
45 C 0.5059 5.0196 -3.2272
46 O -0.5558 5.0029 -2.2649
47 C -0.1208 5.6909 -1.0846
48 H 1.7407 6.7609 -0.6711
49 H 1.9069 5.0074 -0.8549
50 H 1.2841 7.0187 -3.0477
51 H 2.5506 5.7810 -3.0711
52 H 0.9188 4.0064 -3.2894
53 H 0.1081 5.2941 -4.2070
54 H -0.6481 6.6507 -1.0422
55 H -0.3877 5.1078 -0.2005
56 C 5.4512 -2.0595 0.6529
57 C 6.6444 -2.9872 0.5647
58 C 7.5734 -2.2184 -0.3558
59 O 7.3124 -0.8262 -0.1393
60 C 6.1114 -0.6947 0.6358
61 H 4.8327 -2.2217 1.5364
62 H 4.8203 -2.1804 -0.2338
63 H 7.1031 -3.0964 1.5528
64 H 6.4011 -3.9827 0.1900
65 H 7.3632 -2.4397 -1.4080
66 H 8.6275 -2.4288 -0.1598
67 H 6.3964 -0.3792 1.6453
68 H 5.4731 0.0755 0.1979
69 C -1.2729 5.8707 3.2478
70 C -2.0096 7.0770 2.7047
71 C -2.9789 6.4393 1.7267
72 O -3.2864 5.1380 2.2380
73 C -2.3731 4.8281 3.3001
74 H -0.8026 6.0422 4.2173
75 H -0.4965 5.5602 2.5407
76 H -2.5622 7.5688 3.5119
77 H -1.3577 7.8175 2.2372
78 H -2.5221 6.3128 0.7390
79 H -3.9002 7.0157 1.6126
80 H -2.9259 4.8811 4.2439
81 H -1.9951 3.8117 3.1754
82 C -1.9409 1.3813 -4.1653
83 C -1.0262 1.0896 -2.9948
84 C -1.7500 1.7764 -1.8523
85 O -3.1504 1.7256 -2.1594
86 C -3.3117 1.3090 -3.5185
87 H -1.8252 0.6849 -4.9985
88 H -1.7563 2.3948 -4.5377
89 H -0.9845 0.0099 -2.8159
90 H -0.0052 1.4522 -3.1326
91 H -1.4625 2.8294 -1.7756
92 H -1.5662 1.2934 -0.8888
93 H -3.6935 0.2816 -3.5115
94 H -4.0448 1.9497 -4.0145
95 C 2.0605 -3.8314 -5.4283
96 C 1.0740 -4.6929 -4.6692
97 C 1.3717 -4.3183 -3.2299
98 O 1.8192 -2.9563 -3.2407
99 C 2.0771 -2.5643 -4.5946
100 H 1.7802 -3.6535 -6.4678
101 H 3.0498 -4.3004 -5.4158
102 H 0.0512 -4.4010 -4.9275
103 H 1.1827 -5.7613 -4.8626
104 H 2.1786 -4.9337 -2.8172
105 H 0.4972 -4.4116 -2.5826
106 H 1.2815 -1.8765 -4.9021
107 H 3.0326 -2.0379 -4.6488

Entry from the OMol25 dataset: a structure of composition C3H4N4O in a non-equilibrium geometry (wB97M-V/def2-TZVPD).

2S+1: 1
Net charge: 0
ΔE to the lowest compared entry with this formula, charge and spin in kcal/mol: 197.9

Element x y z (Å)
1 C 0.1981 -0.4601 -0.1459
2 C -0.2400 0.8995 -0.0608
3 C -2.4895 -0.0038 -0.0420
4 H 3.3516 -0.3036 -0.7548
5 H 2.6009 0.0406 1.4240
6 H 0.5839 1.7535 0.0533
7 H -3.5883 0.4874 -0.4423
8 N 2.4084 0.1489 0.0383
9 N 1.4352 -0.9180 -0.2209
10 N -1.5092 1.1247 0.0146
11 N -2.0759 -1.1882 0.0546
12 O -0.6752 -1.5811 0.0820

HOMO-LUMO gap for every record listed, in sequence, given in eV: 4.92; 10.00; 9.23; 7.34; 8.04.
Energy for every record listed, in sequence, given in eV: -157669.4531; -16241.7396; -43074.6113; -127304.9789; -11175.3859.